{"formula": "C30H36AuN6OS", "method": "ωB97M-V/def2-TZVPD", "elements": ["Au", "S", "O", "N", "N", "N", "N", "N", "N", "C", "C", "C", "C", "C", "C", "C", "C", "C", "C", "C", "C", "C", "C", "C", "C", "C", "C", "C", "C", "C", "C", "C", "C", "C", "C", "C", "C", "C", "C", "H", "H", "H", "H", "H", "H", "H", "H", "H", "H", "H", "H", "H", "H", "H", "H", "H", "H", "H", "H", "H", "H", "H", "H", "H", "H", "H", "H", "H", "H", "H", "H", "H", "H", "H", "H"], "coordinates": [[-0.0759, 2.6303, -0.7176], [-1.0497, -0.6218, -1.0354], [3.7902, -0.9233, -0.6144], [0.4462, -2.4915, -2.2129], [1.5529, -0.9881, -0.8519], [-3.0636, 3.9051, -0.2637], [-0.3898, 1.9208, 3.1192], [-3.1050, 1.7028, 0.4739], [-1.7913, 2.8950, -1.9585], [2.8402, -3.0883, -0.5194], [4.0481, -5.1454, -0.8103], [2.7022, 1.1545, 2.2584], [-0.5847, -4.7075, -2.4946], [2.8455, 2.7521, 0.0099], [0.3639, -1.4457, -1.3956], [1.8599, -3.7632, 0.2048], [1.5839, 2.2809, 0.3964], [-3.2612, 0.8152, 1.4592], [-3.8620, 2.5105, 3.0230], [-0.6765, -3.2164, -2.7911], [-2.9331, 3.4836, -1.6020], [-3.9546, 3.7142, -2.5107], [3.9407, -3.7782, -1.0160], [1.5406, 1.4895, 1.5593], [-1.6618, 2.4576, -3.2195], [-3.7975, 3.3042, -3.8211], [0.6673, -5.3658, -3.0632], [-3.2912, 2.9830, 0.7585], [3.9967, 2.4439, 0.7209], [-2.6327, 2.6453, -4.1814], [-3.6333, 1.1590, 2.7495], [-0.2689, 3.3706, 2.7992], [0.1663, 1.6490, 4.4680], [2.7960, -1.6052, -0.6957], [3.9315, 1.6332, 1.8447], [1.9827, -5.1246, 0.4279], [0.2168, 0.9999, 2.0559], [3.0723, -5.8164, -0.0866], [-3.6770, 3.4420, 2.0263], [-3.8294, 4.4980, 2.2090], [-4.1837, 2.8280, 4.0068], [4.8980, -5.6852, -1.2053], [1.0090, -3.2204, 0.5997], [-0.6639, 3.5524, 1.8045], [2.6497, 0.4921, 3.1168], [1.5804, -4.9962, -2.5891], [0.7468, -5.1934, -4.1388], [-0.5037, 0.9576, 1.2384], [-0.6832, -3.0428, -3.8710], [2.9292, 3.3649, -0.8784], [-0.3373, 2.2801, 5.1966], [-0.7358, 1.9485, -3.4469], [0.6495, -6.4430, -2.9012], [4.9546, 2.8168, 0.3824], [-4.5842, 3.4781, -4.5425], [-1.3909, 1.6982, 3.1337], [-2.4698, 2.2842, -5.1859], [1.2283, 1.8808, 4.4502], [1.2301, -5.6483, 1.0026], [-1.5835, -2.7822, -2.3778], [1.5578, 0.0034, -0.6305], [4.8307, 1.3602, 2.3801], [0.0163, 0.6008, 4.7134], [1.3635, -2.8633, -2.4081], [0.2721, 0.0201, 2.5319], [-1.4732, -5.1813, -2.9173], [-3.5767, 4.7671, -0.1557], [-3.0800, -0.2182, 1.1832], [0.7841, 3.6401, 2.8152], [4.7073, -3.2329, -1.5507], [-4.8674, 4.1907, -2.1806], [-0.8230, 3.9276, 3.5515], [-3.7859, 0.3970, 3.5015], [3.1627, -6.8814, 0.0818], [-0.6325, -4.8588, -1.4130]], "forces_ev_per_angstrom": [[0.0, 0.0, 0.1], [-0.1, 0.0, 0.0], [0.0, 0.0, 0.0], [0.0, 0.0, 0.0], [0.0, 0.1, 0.0], [-0.2, 0.0, 0.1], [0.0, 0.0, 0.0], [0.1, 0.0, 0.2], [0.2, 0.0, -0.1], [0.0, 0.0, 0.0], [0.0, 0.0, 0.0], [-0.1, 0.0, 0.0], [0.0, 0.0, 0.0], [0.0, 0.0, 0.0], [0.0, 0.0, 0.0], [0.0, 0.0, 0.0], [0.0, 0.1, 0.0], [-0.1, 0.0, 0.0], [0.0, 0.0, 0.0], [0.0, 0.0, 0.0], [0.0, 0.0, 0.0], [0.0, 0.0, 0.0], [0.0, 0.0, 0.0], [0.0, -0.1, 0.0], [0.0, 0.0, 0.0], [0.0, 0.0, 0.0], [0.0, 0.0, 0.0], [0.1, 0.0, -0.1], [0.0, 0.0, 0.0], [0.0, 0.0, 0.0], [0.0, 0.0, 0.0], [0.0, 0.0, 0.0], [0.0, 0.0, 0.0], [0.1, 0.0, 0.1], [0.1, 0.0, 0.0], [0.0, 0.0, 0.0], [0.0, 0.0, 0.0], [0.0, 0.0, 0.0], [0.0, 0.0, 0.0], [0.0, 0.0, 0.0], [0.0, 0.0, 0.0], [0.0, 0.0, 0.0], [0.0, 0.0, 0.0], [0.0, 0.0, 0.0], [0.0, 0.0, 0.0], [0.0, 0.0, 0.0], [0.0, 0.0, 0.0], [0.0, 0.0, 0.1], [0.0, 0.0, 0.0], [0.0, 0.0, 0.0], [0.0, 0.0, 0.0], [0.0, 0.0, 0.0], [0.0, 0.0, 0.0], [0.0, 0.0, 0.0], [0.0, 0.0, 0.0], [0.0, 0.0, 0.0], [0.0, 0.0, 0.0], [0.0, 0.0, 0.0], [0.0, 0.0, 0.0], [0.0, 0.0, 0.0], [0.0, 0.0, 0.0], [0.0, 0.0, 0.0], [0.0, 0.0, 0.0], [0.0, 0.0, 0.0], [0.0, 0.0, 0.0], [0.0, 0.0, 0.0], [0.0, 0.0, 0.0], [0.0, 0.0, 0.0], [0.0, 0.0, 0.0], [0.0, 0.0, 0.0], [0.0, 0.0, 0.0], [0.0, 0.0, 0.0], [0.0, 0.0, 0.0], [0.0, 0.0, 0.0], [0.0, 0.0, 0.0]], "gap_ha": 0.3005, "charge": 1, "e_tot_ev": -57206.1897, "e_above_lowest_ev": 0.000, "homo_ev": -10.24}

{"formula": "C30H36BrN12Tl", "method": "ωB97M-V/def2-TZVPD", "elements": ["Tl", "Br", "N", "N", "N", "N", "N", "N", "N", "N", "N", "N", "N", "N", "C", "C", "C", "C", "C", "C", "C", "C", "C", "C", "C", "C", "C", "C", "C", "C", "C", "C", "C", "C", "C", "C", "C", "C", "C", "C", "C", "C", "C", "C", "H", "H", "H", "H", "H", "H", "H", "H", "H", "H", "H", "H", "H", "H", "H", "H", "H", "H", "H", "H", "H", "H", "H", "H", "H", "H", "H", "H", "H", "H", "H", "H", "H", "H", "H", "H"], "coordinates": [[-0.3124, -0.0570, 0.5040], [-0.5928, 1.1398, -1.7270], [2.0266, -0.0342, 0.1155], [0.6573, -5.0596, 1.0156], [-2.2555, -1.3988, 0.1097], [1.2513, 0.1731, 4.7808], [-7.7596, -5.3632, -1.7388], [4.3089, -0.4539, -0.5172], [-0.7156, -0.5914, 4.1038], [0.0390, -2.3852, 1.0365], [-2.5854, 1.2385, 0.7580], [2.7006, -1.7858, -1.2846], [-4.4852, 2.7428, -0.5864], [0.5851, 0.5534, 2.4898], [2.9709, -0.6739, -0.5225], [-3.4214, -0.8167, -0.1747], [-4.4224, 1.4241, -0.7233], [-4.4303, -2.9575, -0.5961], [5.0820, 0.3238, 0.4360], [1.5035, -4.1657, 1.5080], [-6.4628, -3.3680, -1.9790], [3.8936, -2.1562, -2.0491], [-6.9240, -5.7586, -0.7846], [1.4499, -1.9409, -2.0060], [-2.6458, 2.5547, 0.8981], [-5.8246, -5.0175, -0.3766], [-3.4928, 0.6597, -0.0326], [0.5803, -0.3486, 5.9840], [-3.6139, 3.3050, 0.2371], [-7.5255, -4.1919, -2.3209], [2.1587, 1.2795, 5.1115], [-4.5316, -1.5722, -0.5234], [-0.8362, -3.2688, 0.5543], [5.0142, -1.4956, -1.2669], [-3.2057, -3.5393, -0.2636], [-0.5468, -1.1865, 5.4206], [-1.9109, -0.8545, 3.3470], [2.1927, 1.2738, 0.7364], [-2.1448, -2.7299, 0.0937], [-0.5021, -4.6196, 0.5440], [0.3860, 0.0849, 3.7155], [1.9034, 1.1611, 2.2226], [-5.5872, -3.7902, -0.9855], [1.2029, -2.8097, 1.5096], [-8.2164, -3.8961, -3.1013], [2.6818, 0.5133, 2.6357], [2.5165, 1.0922, 6.1208], [-2.7450, -0.9184, 4.0451], [-1.1742, -5.3692, 0.1480], [-3.1045, -4.6142, -0.2851], [-1.9083, 3.0268, 1.5357], [5.1425, 1.3762, 0.1629], [1.2836, -0.9186, 6.5864], [-3.6715, 4.3784, 0.3656], [1.8930, -2.0559, 1.8719], [-5.1108, 0.9696, -1.4249], [-7.1423, -6.7129, -0.3201], [-2.1181, -0.0409, 2.6564], [0.6000, -1.9716, -1.3298], [3.8250, -1.7603, -3.0668], [3.0271, 1.3290, 4.4697], [-0.2783, -2.2437, 5.3356], [-5.4818, -1.0887, -0.6986], [1.4917, 1.9720, 0.2599], [1.9801, 2.1464, 2.6811], [1.6401, 2.2409, 5.1113], [0.1990, 0.4850, 6.5806], [3.9953, -3.2383, -2.1043], [2.4456, -4.5306, 1.8970], [1.2909, -1.1399, -2.7311], [6.0962, -0.0693, 0.4353], [-1.8573, -1.8004, 2.8047], [-6.3127, -2.4353, -2.5074], [-5.1958, -5.3865, 0.4235], [4.6907, 0.2252, 1.4502], [5.4974, -2.1892, -0.5734], [5.7773, -1.0589, -1.9086], [-1.4666, -1.1057, 5.9968], [1.4857, -2.8948, -2.5295], [3.1713, 1.7244, 0.6109]], "forces_ev_per_angstrom": [[-0.1, -0.1, 0.0], [0.1, 0.0, 0.0], [0.0, 0.2, -0.1], [0.0, 0.0, 0.0], [0.0, 0.1, 0.1], [0.0, -0.1, 0.0], [0.0, 0.0, 0.0], [0.0, 0.1, -0.1], [0.0, 0.1, 0.0], [0.1, 0.0, -0.1], [-0.1, 0.0, 0.0], [0.0, 0.0, 0.0], [0.0, 0.0, 0.0], [0.1, 0.0, 0.0], [0.0, -0.1, 0.2], [-0.1, -0.1, 0.0], [0.0, 0.0, 0.0], [0.0, 0.0, 0.0], [0.0, 0.0, 0.1], [0.0, 0.0, 0.0], [0.0, 0.0, 0.0], [0.0, 0.0, 0.0], [0.0, 0.0, 0.0], [0.0, 0.0, 0.0], [0.0, 0.1, 0.0], [0.0, 0.0, 0.0], [0.1, -0.1, -0.1], [0.0, 0.0, 0.0], [0.0, 0.0, 0.0], [0.0, 0.0, 0.0], [-0.1, 0.1, 0.0], [0.0, 0.0, 0.0], [0.0, -0.1, 0.1], [0.0, 0.0, 0.0], [0.0, 0.0, 0.0], [0.0, 0.0, 0.0], [0.0, -0.1, -0.1], [0.1, -0.1, 0.0], [0.0, 0.1, 0.0], [0.0, 0.0, 0.0], [-0.1, 0.2, 0.0], [0.1, 0.0, 0.0], [0.0, 0.0, 0.0], [0.0, -0.1, 0.0], [0.0, 0.0, 0.0], [0.0, 0.0, 0.1], [0.0, 0.0, 0.0], [0.0, 0.0, 0.0], [0.0, 0.0, 0.0], [0.0, 0.0, 0.0], [0.0, 0.0, 0.0], [0.0, 0.0, 0.0], [0.0, 0.0, 0.0], [0.0, 0.0, 0.0], [0.0, 0.0, 0.0], [0.0, 0.0, 0.0], [0.0, 0.0, 0.0], [0.0, 0.0, 0.0], [0.0, 0.0, 0.0], [0.0, 0.0, 0.0], [0.0, 0.0, 0.0], [0.0, 0.0, 0.0], [0.0, 0.0, 0.0], [0.0, 0.0, 0.0], [0.0, 0.0, 0.0], [0.0, 0.0, 0.0], [0.0, 0.0, 0.0], [0.0, 0.0, 0.0], [0.0, 0.0, 0.0], [0.0, 0.0, 0.0], [0.0, 0.0, 0.0], [0.0, 0.0, 0.0], [0.0, 0.0, 0.0], [0.0, 0.0, 0.0], [0.0, 0.0, 0.0], [0.0, 0.0, 0.0], [0.0, 0.0, 0.0], [0.0, 0.0, 0.0], [0.0, 0.0, 0.0], [0.0, 0.0, 0.0]], "gap_ha": 0.2793, "charge": 2, "e_tot_ev": -124299.1732, "e_above_lowest_ev": 0.000, "homo_ev": -13.91}

{"formula": "C30H36ClN7O4RuS", "method": "ωB97M-V/def2-TZVPD", "elements": ["Ru", "Cl", "S", "O", "O", "O", "O", "N", "N", "N", "N", "N", "N", "N", "C", "C", "C", "C", "C", "C", "C", "C", "C", "C", "C", "C", "C", "C", "C", "C", "C", "C", "C", "C", "C", "C", "C", "C", "C", "C", "C", "C", "C", "C", "H", "H", "H", "H", "H", "H", "H", "H", "H", "H", "H", "H", "H", "H", "H", "H", "H", "H", "H", "H", "H", "H", "H", "H", "H", "H", "H", "H", "H", "H", "H", "H", "H", "H", "H", "H"], "coordinates": [[0.5927, 0.8487, -0.5649], [3.7620, 2.3839, 0.0032], [1.1828, -2.8053, -7.3696], [0.7446, -0.6925, 1.3514], [-0.3865, 1.1511, 1.7021], [-1.1950, 1.8526, -1.4931], [-2.5657, 3.3554, -2.3971], [1.0133, 1.1647, -2.8322], [-1.5708, -0.8677, -0.4321], [1.3828, -1.1779, -1.5735], [1.5585, -3.3397, -5.8934], [0.7991, -1.2802, -7.0074], [0.8430, 3.1065, 0.1684], [-4.1464, -2.0457, -0.9257], [1.7920, -2.2517, -0.9192], [0.7548, 2.3254, -3.4070], [0.9579, -1.1325, -5.7068], [0.0738, 4.2522, -0.3303], [1.6083, -2.3667, -3.6353], [1.0178, 0.0495, -3.5794], [1.3675, 0.8602, 4.2733], [1.3349, -1.1944, -2.9114], [1.5706, 0.6870, 5.6367], [0.4928, 1.3242, -5.5518], [-4.0335, -0.8427, -0.0350], [-1.7046, -2.0905, -1.1951], [-1.1410, -1.9161, 3.5838], [2.1949, -3.4183, -1.5705], [2.8756, 0.9361, -0.4418], [-1.7642, 2.9982, -1.5400], [1.3995, -2.3290, -5.0608], [-2.7840, -0.0654, -0.4478], [0.4680, 2.4514, -4.7632], [0.2698, 0.1717, 2.1403], [-1.4149, 3.9573, -0.3921], [-0.1860, -1.0024, 4.3097], [2.0841, -3.4819, -2.9425], [2.0783, 1.9537, 3.5222], [0.0329, -1.1399, 5.6717], [0.7952, 0.0948, -4.9646], [1.1414, -0.4719, 7.8289], [0.4807, 0.0072, 3.6158], [0.9121, -0.3041, 6.3523], [-2.9318, -2.9104, -0.7856], [-4.1990, -1.7121, -1.8915], [2.4534, 1.5948, 2.5621], [1.3845, 2.7750, 3.3278], [-4.9967, -2.5711, -0.7281], [1.7923, -2.1769, 0.1622], [2.5784, -4.2490, -0.9958], [0.4489, 4.5325, -1.3171], [-2.9208, 0.3369, -1.4563], [-3.0426, -3.7976, -1.4080], [-0.8166, -2.7071, -1.0620], [3.0746, 0.1715, 0.3055], [-1.7306, 3.4861, 0.5437], [-1.9789, -1.3398, 3.1782], [-0.4886, -1.9202, 6.2156], [-2.6495, 0.7822, 0.2201], [2.2613, 1.3441, 6.1535], [2.0513, 0.0370, 8.1422], [-1.7812, -1.8335, -2.2591], [0.3056, 1.3689, -6.6163], [-1.2393, -1.0444, 0.5123], [0.3086, -0.0550, 8.3986], [-1.9773, 4.8750, -0.5461], [-2.8610, -3.2119, 0.2589], [-3.9754, -1.1915, 0.9959], [-1.5388, -2.6731, 4.2575], [0.8072, 3.1940, -2.7672], [-0.6303, -2.4131, 2.7565], [0.2251, 5.1174, 0.3239], [1.2242, -1.5272, 8.0886], [0.5168, 2.8673, 1.1017], [2.3551, -4.3677, -3.5019], [0.2474, 3.4241, -5.1767], [3.2095, 0.6337, -1.4276], [2.9139, 2.3465, 4.0982], [1.8322, 3.3215, 0.2138], [-4.9203, -0.2222, -0.1544]], "forces_ev_per_angstrom": [[3.0, 2.5, -2.2], [0.3, 0.2, 0.1], [0.0, 0.1, 0.2], [0.3, 0.1, 0.1], [0.2, -0.1, -0.2], [0.3, -0.9, -0.2], [0.1, -0.3, 0.0], [-0.5, -0.3, 1.3], [-0.2, 0.1, 0.0], [-0.8, 0.4, 0.7], [0.0, -0.2, -0.1], [0.0, 0.0, -0.2], [-0.7, -1.4, -0.1], [0.0, 0.0, 0.1], [0.1, -0.2, 0.2], [0.2, 0.2, 0.0], [0.2, -0.5, 0.1], [-0.2, 0.1, 0.0], [0.1, 0.2, 0.4], [-0.1, 0.5, -0.6], [-0.1, 0.0, -0.1], [0.1, -0.7, 0.0], [0.0, 0.0, 0.0], [0.0, 0.0, 0.0], [0.2, 0.5, 0.2], [-0.2, 0.1, 0.2], [0.1, 0.0, 0.1], [0.0, 0.1, -0.1], [-2.0, -0.7, 0.0], [-0.2, 0.7, 0.6], [-0.1, 0.3, -0.4], [-0.1, -0.2, 0.1], [0.1, -0.1, 0.0], [-0.2, -0.3, 0.2], [-0.1, -0.3, -0.4], [0.0, 0.0, -0.1], [-0.1, 0.0, 0.0], [-0.1, 0.0, 0.0], [0.0, 0.0, 0.0], [0.1, 0.2, 0.4], [-0.1, 0.0, -0.1], [0.1, 0.0, 0.1], [0.0, 0.0, 0.0], [0.5, -0.2, -0.2], [-0.1, -0.1, 0.0], [0.1, 0.0, 0.0], [0.1, 0.0, 0.0], [0.0, 0.0, 0.0], [0.0, 0.0, 0.0], [0.0, 0.0, 0.0], [0.0, 0.0, 0.0], [0.0, 0.1, 0.1], [-0.2, 0.0, 0.0], [0.0, 0.0, 0.0], [0.1, 0.0, 0.0], [0.0, 0.1, 0.1], [0.0, 0.0, 0.0], [0.0, 0.0, 0.0], [0.0, 0.0, 0.0], [0.0, 0.0, 0.0], [0.0, 0.0, 0.0], [0.0, 0.0, 0.0], [0.0, 0.0, 0.0], [0.1, 0.0, 0.0], [0.0, 0.0, 0.0], [0.0, 0.0, 0.1], [-0.1, 0.0, 0.0], [0.0, -0.1, 0.0], [0.0, 0.0, 0.0], [-0.1, -0.1, 0.0], [0.0, 0.0, 0.0], [0.1, -0.1, 0.0], [0.0, 0.0, 0.0], [0.1, 0.1, 0.1], [0.0, 0.0, 0.0], [0.0, 0.0, 0.0], [0.1, 0.0, 0.0], [0.0, 0.0, 0.0], [0.0, -0.1, 0.0], [-0.1, -0.1, -0.1]], "gap_ha": [0.2631, 0.2612], "s2": 0.87, "charge": 1, "e_tot_ev": -76249.6597, "multiplicity": 2, "homo_ev": [-10.30, -10.25]}